17
Properties=species:S:1:pos:R:3 method="wB97M-V/def2-TZVPD" lumo_energy_ha="-0.005 / -0.005" de_lowest_kcal_mol=75.8 charge=0 homo_ev="-8.42 / -8.42" orbital_gap_ha="0.3045 / 0.3044"
O 0.56 -1.93 0.60
N -2.39 -0.61 0.17
C -1.26 -0.16 0.49
C 0.05 -1.15 -0.15
C 0.69 0.96 1.20
C -0.02 -1.35 -1.65
C 1.43 1.33 -0.05
C -0.68 0.81 1.32
H -0.69 -2.19 -1.83
H 0.83 1.23 -0.94
H -1.24 1.23 2.16
H -0.44 -0.48 -2.15
H 0.97 -1.52 -2.05
H -3.12 -0.49 0.87
H 1.23 1.23 2.10
H 1.76 2.38 0.04
H 2.33 0.73 -0.15

---

15
Properties=species:S:1:pos:R:3 method="wB97M-V/def2-TZVPD" lumo_energy_ha=0.029 de_lowest_kcal_mol=36.5 charge=0 homo_ev=-10.06 orbital_gap_ha=0.3987
O 0.07 -1.52 1.57
N 0.26 -1.48 -2.23
N 0.85 1.71 -1.12
C 0.62 0.43 -0.46
C -1.04 -0.83 1.01
C 0.40 -0.62 -1.47
C -0.59 0.53 0.48
H -1.41 1.02 -0.05
H 0.15 -2.37 1.14
H 1.21 2.37 -0.44
H -1.48 -1.41 0.19
H -0.30 1.17 1.32
H 1.56 1.61 -1.84
H 1.48 0.08 0.14
H -1.81 -0.69 1.77

---

87
Properties=species:S:1:pos:R:3 method="wB97M-V/def2-TZVPD" lumo_energy_ha=0.092 de_lowest_kcal_mol=0.0 charge=-1 homo_ev=-3.01 orbital_gap_ha=0.2023
Pd -2.52 -0.98 -0.21
S -2.48 1.19 -1.42
S 2.33 -2.21 0.10
S -2.24 -0.26 2.21
O -0.37 0.59 -3.83
N -1.65 3.45 -0.08
N -0.05 -0.57 3.89
N -0.39 1.69 0.25
N -2.92 -2.63 -1.53
N 1.62 0.34 -0.44
N 0.44 0.01 1.85
N 3.34 -0.33 -1.65
C 4.40 -1.17 -2.25
C -1.87 -3.82 0.32
C -0.79 -1.01 5.10
C -2.60 5.71 0.15
C -2.94 -3.05 -0.23
C -1.49 2.13 -0.40
C 1.33 -0.40 3.82
C 0.13 2.73 0.99
C -1.77 -2.82 -2.24
C 0.21 -1.24 6.24
C -0.78 -4.07 -0.45
C -2.78 4.48 -2.00
C -4.10 3.74 0.04
C 5.12 -0.35 -3.33
C -0.64 3.82 0.79
C -1.77 0.08 5.53
C 3.05 0.98 -2.01
C -0.43 -1.83 -4.20
C -0.58 -0.29 2.66
C -1.50 -2.33 4.80
C 2.00 1.38 -1.28
C 2.44 -0.73 -0.68
C -2.78 4.33 -0.48
C 0.23 -0.66 -3.49
C 5.41 -1.56 -1.18
C 1.62 -0.05 2.55
C 3.78 -2.39 -2.92
C -0.72 -3.55 -1.76
C -1.79 -2.21 -3.62
B 0.25 0.27 0.33
H 1.29 -0.59 -3.78
H 0.06 -4.63 -0.05
H 4.45 -0.05 -4.13
H -0.39 -0.65 -0.09
H -0.77 -3.09 4.51
H -1.67 6.19 -0.18
H 5.90 -0.98 -3.76
H 3.10 -2.08 -3.71
H 0.20 -0.81 -2.40
H -0.54 4.81 1.20
H -1.23 1.00 5.77
H 5.87 -0.67 -0.75
H 0.16 -3.72 -2.37
H -3.58 5.16 -2.30
H -2.29 -2.90 -4.31
H 0.24 -2.70 -4.19
H 0.74 -0.33 6.50
H 4.57 -3.00 -3.37
H 4.93 -2.13 -0.39
H -2.49 0.28 4.75
H -4.06 3.66 1.13
H -0.35 -1.57 7.12
H 1.98 -0.58 4.65
H 5.61 0.53 -2.91
H 3.59 1.50 -2.77
H -1.83 4.91 -2.32
H -2.30 -0.25 6.43
H -2.42 -1.32 -3.57
H 1.47 2.31 -1.31
H 3.23 -2.99 -2.20
H -3.93 -3.12 0.21
H -4.92 4.41 -0.23
H 6.20 -2.17 -1.63
H 0.93 -2.03 5.99
H 1.00 2.62 1.62
H -1.93 -4.16 1.34
H -3.43 6.34 -0.17
H -2.22 -2.21 4.00
H -2.92 3.53 -2.50
H -1.07 0.77 -3.18
H 2.57 0.11 2.08
H -2.02 -2.67 5.70
H -2.62 5.65 1.24
H -0.55 -1.54 -5.25
H -4.29 2.76 -0.38

---

21
Properties=species:S:1:pos:R:3 method="wB97M-V/def2-TZVPD" lumo_energy_ha=0.015 de_lowest_kcal_mol=113.2 charge=0 homo_ev=-6.49 orbital_gap_ha=0.2541
O -0.31 -1.56 1.29
C 0.46 -0.21 -0.49
C -0.79 1.64 0.73
C 1.58 1.98 -0.05
C -0.20 -1.45 0.00
C -0.51 -2.52 -0.91
C 0.56 0.97 0.49
H -1.58 -1.85 -0.95
H -1.16 2.10 -0.19
H 0.94 0.58 1.44
H -2.24 -0.83 -0.36
H -0.69 2.43 1.49
H -0.06 0.08 -1.41
H -0.72 -3.49 -0.45
H -1.55 0.92 1.05
H 0.08 -2.55 -1.82
H 1.47 -0.55 -0.78
H 1.26 2.37 -1.03
H 2.57 1.53 -0.18
H -0.74 -2.41 1.51
H 1.67 2.83 0.63

---

105
Properties=species:S:1:pos:R:3 method="wB97M-V/def2-TZVPD" lumo_energy_ha="0.154 / 0.154" spin_multiplicity=4 de_lowest_kcal_mol=20.9 charge=-2 homo_ev="-1.17 / -1.53" orbital_gap_ha="0.1970 / 0.2104"
V -0.43 -0.16 -1.06
S 0.37 2.15 3.34
S -1.22 3.28 -2.42
S 2.54 2.67 0.97
Si 0.32 -2.57 -0.55
O -0.22 3.14 -3.46
O 0.23 -0.22 -3.13
O 0.88 3.49 3.18
O -0.91 1.98 3.98
O -4.07 -0.32 -1.80
O -2.59 3.45 -2.85
N 4.30 -0.78 6.75
N 1.21 0.74 -0.14
N -1.90 -0.44 -2.53
N -1.79 0.60 0.15
N -3.60 0.57 -3.84
N -2.83 2.74 0.00
N 0.37 1.28 2.01
N 0.30 8.28 0.44
N -1.00 2.09 -1.39
C 2.80 1.84 4.60
C 0.55 5.02 -1.27
C -1.04 -3.86 -1.24
C 2.10 -0.60 5.72
C -1.41 0.44 -4.73
C -2.66 0.25 1.08
C -3.69 2.35 0.94
C -2.43 -3.33 -0.84
C -1.77 5.65 -1.13
C -0.97 -0.08 -3.46
C 2.11 -2.47 -2.86
C 3.38 -0.08 5.93
C 1.23 1.47 0.99
C 1.19 0.09 4.95
C 0.91 6.18 -0.62
C -3.66 1.10 1.51
C 2.21 1.15 -1.01
C -0.98 -5.33 -0.80
C 3.24 -2.50 -0.70
C -0.79 4.75 -1.53
C 1.34 -4.42 1.68
C -2.69 0.81 -4.82
C -4.90 1.23 -3.88
C -1.92 1.85 -0.40
C 2.04 -3.10 -1.46
C -1.00 -3.83 -2.77
C -3.22 -0.09 -2.65
C -1.40 6.82 -0.49
C 0.61 -3.11 1.37
C -0.07 7.10 -0.24
C 2.31 -4.59 -1.66
C 3.02 2.13 -0.60
C 1.53 1.32 4.38
C 1.38 -1.99 2.08
C 3.71 1.15 5.37
C -0.75 -3.17 2.08
H 1.62 -5.02 -2.39
H -2.60 -3.38 0.24
H 3.07 -2.76 -3.34
H 2.39 -1.84 1.68
H -4.36 0.80 2.27
H -4.77 2.30 -3.73
H 4.14 -1.77 6.75
H -2.54 -0.74 1.49
H -2.57 -2.29 -1.14
H 3.07 -1.45 -0.43
H -1.76 -5.90 -1.32
H 3.84 2.59 -1.13
H 1.30 -2.78 -3.52
H -1.16 -5.44 0.28
H -3.22 -3.93 -1.33
H 3.46 -3.05 0.22
H 2.24 -5.18 -0.75
H -0.02 -5.79 -1.03
H -0.69 0.68 -5.50
H 1.30 4.30 -1.59
H -0.35 9.04 0.34
H 2.08 -1.38 -2.82
H -0.98 -2.81 -3.16
H 1.83 -1.56 6.15
H 1.49 -2.24 3.15
H -2.17 7.53 -0.17
H 4.14 -2.55 -1.33
H -1.32 -2.25 1.91
H 1.31 -4.60 2.77
H 3.05 2.80 4.15
H 1.95 6.39 -0.41
H 3.33 -4.73 -2.07
H -4.43 3.09 1.24
H 2.39 -4.38 1.39
H -2.80 5.40 -1.32
H -5.38 1.04 -4.85
H 2.26 0.65 -1.97
H 0.88 -5.29 1.20
H -1.35 -4.02 1.76
H 4.71 1.56 5.54
H 1.25 8.58 0.28
H -1.89 -4.34 -3.18
H -3.08 1.34 -5.68
H -5.50 0.82 -3.08
H -0.12 -4.36 -3.16
H 0.20 -0.31 4.76
H 0.85 -1.04 2.01
H -0.59 -3.27 3.17
H 5.25 -0.56 6.53

---

55
Properties=species:S:1:pos:R:3 method="wB97M-V/def2-TZVPD" lumo_energy_ha="-0.218 / -0.328" spin_multiplicity=6 charge=+2 homo_ev="-13.69 / -13.12" orbital_gap_ha="0.2846 / 0.1544"
Fe 0.08 -0.14 0.48
P -2.14 -0.09 -0.16
P 2.33 -1.07 -0.23
O -1.10 -2.18 -3.26
O -0.09 -2.50 -0.59
N 0.33 0.88 -1.44
N -0.16 0.52 2.38
C -0.47 1.72 -3.54
C -2.17 -0.86 3.01
C 1.59 1.18 -1.82
C 1.93 1.91 2.46
C 3.35 -1.33 1.17
C -0.70 1.09 -2.31
C -3.16 1.38 0.27
C -3.26 -1.54 -0.13
C 2.67 0.65 -0.90
C 0.65 1.47 3.02
C -0.01 1.93 4.20
C 2.81 -2.16 -1.62
C 1.86 1.86 -3.01
C -1.15 1.14 4.32
C -1.23 0.25 3.22
C -1.99 0.46 -1.95
C 0.81 2.17 -3.89
H 2.90 2.12 -3.22
H 3.76 -1.84 -2.08
H 2.39 2.67 3.11
H -2.54 2.28 0.07
H 2.67 1.10 2.46
H 0.79 -1.88 -0.33
H -4.14 -1.47 -0.77
H -2.84 1.01 -2.43
H -1.90 -2.69 -3.29
H 4.22 -1.90 0.85
H 0.36 2.74 4.85
H 2.86 1.31 -0.03
H 2.91 -3.17 -1.20
H 3.62 0.54 -1.46
H -2.38 -1.32 4.00
H -2.08 -0.51 -2.31
H -3.34 1.24 1.34
H -0.87 -2.32 -2.36
H 1.99 -2.15 -2.37
H -4.10 1.39 -0.33
H -1.34 1.87 -4.18
H 1.00 2.66 -4.84
H -1.92 1.18 5.08
H -0.03 -3.49 -0.61
H 2.79 -1.91 1.90
H 1.87 2.31 1.43
H -2.68 -2.43 -0.39
H -3.12 -0.44 2.59
H -1.73 -1.64 2.34
H -3.58 -1.63 0.90
H 3.66 -0.38 1.61

---

no.,E_tot (Ha)
1,-363.90350
2,-341.94543
3,-2938.12631
4,-312.07468
5,-4773.70895
6,-2872.14374